Record 1
ORCA calculation (ωB97M-V/def2-TZVPD) on the ion C7H10N with charge +1 in a non-equilibrium geometry.

CARTESIAN COORDINATES (ANGSTROEM)
C  -2.0264  -0.5621  -1.6701
C  -0.7227  -0.2684  -1.3709
C  0.0601  0.7504  -2.1580
C  0.8609  1.3423  -1.1722
N  0.7073  0.7132  0.0444
C  1.4383  0.9787  1.2308
C  -0.1405  -0.2619  -0.0190
C  -0.5562  -1.1185  1.0897
H  -2.5845  -1.0023  -0.9597
H  -2.4479  -0.4031  -2.7184
H  -0.2295  0.8258  -3.1548
H  1.6979  1.9890  -1.1184
H  0.7691  1.0433  2.1742
H  1.9916  1.8730  1.2245
H  2.0344  0.0520  1.5931
H  0.1428  -1.8838  1.2578
H  -1.5418  -1.5053  0.9368
H  -0.5900  -0.6193  2.0539

Output
energy	-327.16354	Eh
SMILES	C=C1C=C[N+](C)=C1C
net charge	+1
HOMO energy	-13.77	eV
gap between HOMO and LUMO	8.372	eV



Record 2
ORCA calculation (ωB97M-V/def2-TZVPD) on a structure of composition C7H10N2 in a non-equilibrium geometry.

CARTESIAN COORDINATES (ANGSTROEM)
C  -0.0825  -0.8509  -1.9578
C  0.1619  -0.3479  -0.5494
C  1.2872  -0.0878  1.3272
C  0.4736  1.3270  0.9907
C  -0.3038  1.1292  -0.3361
C  -0.9866  -0.5521  0.5382
C  -0.1209  0.0288  1.7585
H  -0.4487  -2.0939  -2.1513
H  -0.9837  -0.2178  -2.2373
H  0.8771  -0.6538  -2.4917
H  2.2940  -0.6848  -0.3911
H  2.1089  -0.1487  2.0294
H  0.3057  2.2219  1.4983
H  0.0791  1.7453  -1.1621
H  -2.3242  0.8146  -0.6955
H  -1.4571  -1.5910  0.8769
H  -0.6215  0.0493  2.7467
N  1.3953  -0.8456  0.1428
N  -1.6537  0.7583  0.0637

Output
energy	-382.07887	Eh
net charge	0
HOMO energy	-8.51	eV
gap between HOMO and LUMO	9.552	eV



Record 3
ORCA calculation (ωB97M-V/def2-TZVPD) on a structure of composition C7H10N2O in a non-equilibrium geometry.

CARTESIAN COORDINATES (ANGSTROEM)
C  2.1886  0.2016  -0.3126
C  1.7035  -0.6858  1.5463
C  0.8203  0.2975  -0.1605
C  -1.7398  0.5984  0.4523
C  -0.8403  -0.0550  1.5427
C  -0.3753  0.4747  -1.0282
C  -0.4800  -0.9094  -1.7472
N  2.7204  -0.4562  0.7684
N  0.5486  -0.1472  1.1085
O  -0.5764  1.5575  -1.8387
H  2.7963  0.2462  -1.1665
H  1.8440  -1.0906  2.5174
H  -2.7471  0.1904  0.2803
H  -1.8594  1.7732  0.6133
H  -0.9006  0.3975  2.5181
H  -1.1708  -1.0697  1.7181
H  -1.4866  -0.9810  -2.2722
H  -0.3176  -1.6963  -0.8791
H  0.4412  -0.9917  -2.3117
H  -0.5689  2.3461  -1.3485

Output
energy	-457.39878	Eh
net charge	0
HOMO energy	-8.53	eV
gap between HOMO and LUMO	9.271	eV



Record 4
ORCA calculation (ωB97M-V/def2-TZVPD) on an isolated molecule of C7H10N2O2 in a non-equilibrium geometry.

CARTESIAN COORDINATES (ANGSTROEM)
C  0.8894  2.2813  0.8633
C  0.7601  0.7717  0.7930
C  0.1414  0.2450  -0.4959
C  -1.0326  1.1017  -0.8011
O  -1.1200  2.0378  -1.4954
O  -2.0999  0.7596  -0.0064
C  -2.2418  -0.1237  0.9046
N  -2.5761  -0.8015  1.7475
N  -0.3721  -1.1862  -0.3634
C  0.5936  -2.2596  -0.1184
C  -0.0800  -2.1112  -1.3837
H  0.0020  2.7488  0.4493
H  1.7862  2.5328  0.2208
H  1.0301  2.5130  1.8366
H  0.0024  0.4364  1.5747
H  1.7541  0.2319  0.8339
H  0.9583  0.2869  -1.3040
H  0.1817  -2.8170  0.7358
H  1.5912  -2.0157  0.0213
H  0.5173  -1.6759  -2.2686
H  -0.6852  -2.9561  -1.7439

Output
energy	-532.60190	Eh
SMILES	CC[C@H](C(=O)OC#N)N1CC1
net charge	0
HOMO energy	-9.77	eV
gap between HOMO and LUMO	10.466	eV



Record 5
ORCA calculation (ωB97M-V/def2-TZVPD) on an isolated molecule of C7H10N2O2S in a non-equilibrium geometry.

CARTESIAN COORDINATES (ANGSTROEM)
C  -3.3848  2.8615  0.2835
C  -1.8503  2.6044  0.0573
O  -1.5914  1.3659  0.7156
C  -0.3317  0.8986  0.3932
O  0.4027  1.5104  -0.3254
C  0.0764  -0.3830  1.0716
C  0.8842  -1.3431  0.2491
C  0.8610  -2.6923  0.1809
N  1.9264  -3.3083  -0.4492
C  2.7237  -2.3477  -0.9194
N  3.9353  -2.7180  -1.5010
S  2.3571  -0.7365  -0.5468
H  -3.5725  2.8671  1.4199
H  -3.9404  1.9911  -0.1523
H  -3.7898  3.7778  -0.1577
H  -1.3009  3.4060  0.5342
H  -1.6557  2.5067  -1.0013
H  -0.7730  -0.9900  1.4658
H  0.6377  -0.0960  2.0118
H  0.0760  -3.3265  0.6235
H  4.3419  -2.1605  -2.2419
H  3.9679  -3.6878  -1.7114

Output
energy	-930.92136	Eh
SMILES	CCOC(=O)Cc1cnc(N)s1
net charge	0
HOMO energy	-8.21	eV
gap between HOMO and LUMO	8.960	eV



Record 6
ORCA calculation (ωB97M-V/def2-TZVPD) on an isolated molecule of C7H10N2S in a non-equilibrium geometry.

CARTESIAN COORDINATES (ANGSTROEM)
C  -0.4924  2.6721  0.2112
C  -0.7539  1.2147  0.3787
C  -1.9461  0.5509  0.6638
C  -1.7436  -0.8525  0.5125
C  -0.4169  -1.0407  0.2675
C  0.2967  -2.3836  0.0642
N  0.1627  0.2054  0.2207
C  1.8642  0.1799  -0.2122
N  1.8672  -0.2977  -1.4669
S  2.9815  0.5686  0.9165
H  -0.9003  3.2663  1.2166
H  0.5961  2.8064  -0.0112
H  -1.0980  3.0587  -0.5586
H  -2.8755  1.1073  0.7039
H  -2.3572  -1.6340  0.8823
H  1.3806  -2.4150  0.2594
H  -0.1885  -3.2554  0.5324
H  -0.0437  -2.4486  -0.9966
H  0.9446  -0.7544  -1.7435
H  2.7225  -0.5484  -1.8406

Output
energy	-780.35043	Eh
SMILES	Cc1ccc(C)n1C(N)=S
net charge	0
HOMO energy	-7.63	eV
gap between HOMO and LUMO	7.869	eV



Energy above the lowest of the compared OMol25 structures with the same formula, charge and spin values (in kcal/mol) by entry order: 23.51 108.74 69.03 97.33 11.04 34.52.